Molecular formula: C21H34MgN8S2
Method: DFT, wB97M-V/def2-TZVPD

The geometry in ORCA input format:
```
! wB97M-V def2-TZVPD RIJCOSX def2/J DEFGRID3
* xyz 2 1
H 1.10067 3.02477 1.45872
N -3.81544 -0.44678 -0.72437
C 2.76312 0.91310 -3.39163
H -0.83004 1.27245 4.00802
H -1.70952 0.36366 2.79463
C 3.41052 -0.41701 -1.47362
C -0.44663 -1.10353 -0.85864
C 0.11597 -0.57696 3.44208
H 0.64006 3.06647 3.16703
C 1.97582 -1.78745 2.37356
C -3.48332 -1.25291 0.48231
H -2.54818 -1.42458 -3.56233
C -4.68797 -1.22616 -1.65248
C -0.70797 0.66743 3.10369
H -5.60199 -1.49064 -1.12685
H 3.96413 -0.97688 2.18393
H 0.78289 -3.86881 -2.50384
H -0.67883 4.07882 0.63124
C 0.12814 -3.02902 -2.30405
H 3.04351 2.46827 2.70120
N -0.13759 1.45455 1.99642
N 0.29508 2.18771 -0.97730
N -1.33154 3.57816 0.03889
C 0.73273 1.81446 -2.23758
C -0.70849 3.01449 -1.07270
H -4.40748 -1.53561 0.97984
H -0.48893 -1.24700 4.05663
C -1.74366 -1.67377 -2.87743
H 0.12720 2.10963 -4.32763
H -4.91810 -0.61563 -2.52172
H 2.07700 -2.48514 3.21068
C 0.93712 2.40734 2.34436
C -0.91003 -2.73653 -3.17659
C -1.54106 -0.90958 -1.72204
C -2.56339 0.13864 -1.39860
H -0.88489 1.99957 1.57656
N 4.03216 -1.23289 -0.55454
N 2.30529 0.23963 -1.22159
H 0.96637 -0.30073 4.06257
H 1.20523 -2.47446 -0.57934
Mg 0.76073 0.18816 0.46281
N 2.57667 0.58527 1.82056
S -1.21564 3.35151 -2.68237
C 2.24833 1.72245 2.71723
H 2.19635 1.36365 3.74434
H -2.94433 0.66827 -2.27288
H 3.40824 -1.86460 -0.07436
H -2.09693 4.19511 -0.19917
C 2.99163 -0.64543 2.54194
C 0.34399 -2.21619 -1.19851
H -2.92999 -2.13149 0.16404
C 0.00912 2.30141 -3.27405
H -1.06633 -3.32413 -4.07117
H 3.12812 -0.42059 3.60001
H 2.17978 -2.36523 1.46814
H 4.85838 -1.71056 -0.88351
H -2.85786 -0.65479 1.13963
H 3.33630 0.85783 1.20818
H -4.36220 0.35589 -0.41560
S 4.05218 -0.16804 -3.04915
H -0.00995 -1.99829 1.95293
H -4.15609 -2.12304 -1.95308
H 2.71852 1.46041 -4.31830
C 1.92818 0.98091 -2.33080
N 0.61684 -1.25297 2.23303
H -2.17204 0.85738 -0.67739
*
```

energy relative to the best compared isomer or geometry (same formula, charge and spin)	2.61	kcal per mole
LUMO energy	-4.82	eV
frontier orbital gap	8.5464	eV
HOMO level	-13.37	eV



Molecular formula: C21H34N2O4
Method: DFT, wB97M-V/def2-TZVPD

The geometry in ORCA input format:
```
! wB97M-V def2-TZVPD RIJCOSX def2/J DEFGRID3
* xyz 0 1
H 5.30279 -3.41211 -2.37892
C 3.47644 -4.12929 -0.42310
C -0.83024 0.45688 -0.66233
H -6.09885 -2.98381 -1.83806
H 0.39073 4.39928 -1.49925
C 3.02878 -1.19500 0.39702
C -2.17142 0.22677 -0.93377
H -2.56695 0.54862 -1.88370
C 1.75779 2.49255 -0.23336
H 4.96093 -3.00374 0.63250
C -4.93039 -0.47914 -1.40700
H 2.68926 -3.89841 0.28996
H -3.47233 -1.59079 -2.53837
C 0.70485 6.18810 -0.35424
C 4.55609 -3.05128 -0.38311
H -1.55134 4.72139 0.03255
N 2.04310 -0.37450 -0.04454
O 3.14353 -1.50601 1.56460
H -5.01927 -1.35244 -3.36292
H 1.54348 6.53066 -0.95561
H -4.70812 0.51253 -1.82155
C -0.28482 0.06650 0.54666
H -0.19564 6.68356 -0.70909
O -4.31541 -0.64946 -0.14798
N 1.46332 1.75756 0.86058
H -0.21797 0.94434 -1.40409
H 6.11604 -4.34869 -1.12490
H 1.27334 2.24115 1.72300
H 3.89742 -5.09906 -0.16810
H -0.50805 4.43003 1.42137
C -2.98752 -0.39915 -0.00650
H 6.46974 -2.63112 -1.30888
C -2.80077 -1.88135 3.31606
H -3.64728 -2.35341 3.81220
O -3.29157 -1.43139 2.07812
H 3.40363 -1.72240 -1.65162
O 1.93334 2.01403 -1.33971
C 1.84316 3.98398 0.01999
C 0.55062 4.67252 -0.45116
C -5.01382 -2.94659 -1.90454
H -0.81667 3.13691 0.25303
C -4.55537 -1.58130 -2.40166
H -4.60314 -3.13717 -0.91603
H 2.01603 4.19603 1.07616
H 3.03795 -4.19487 -1.41752
C -1.09329 -0.56753 1.48716
H -2.43836 -1.05181 3.93252
C -0.65300 4.20662 0.36546
H -1.99912 -2.61656 3.19008
C 1.17380 0.32044 0.86474
C -2.42960 -0.81043 1.22702
H 2.68054 4.37347 -0.56103
C 3.94775 -1.68367 -0.70663
H -6.00122 -0.52858 -1.19020
H 4.74497 -0.94145 -0.80623
H 0.87622 6.48753 0.67792
H -0.65333 -0.87959 2.42102
H 1.41076 -0.06135 1.86650
H -4.68008 -3.73123 -2.57901
C 5.68193 -3.37957 -1.35910
H 2.06138 0.00187 -0.98417
*
```

energy relative to the best compared isomer or geometry (same formula, charge and spin)	29.51	kcal per mole
LUMO energy	0.69	eV
frontier orbital gap	8.7088	eV
HOMO level	-8.02	eV



Molecular formula: C21H34N3O6
Method: DFT, wB97M-V/def2-TZVPD

The geometry in ORCA input format:
```
! wB97M-V def2-TZVPD RIJCOSX def2/J DEFGRID3
* xyz 1 1
C 0.35141 -2.88299 -3.72608
H -0.09470 -1.91453 -4.18803
C 0.48663 -1.03425 -1.64627
H 1.40144 -1.82892 2.14809
H -4.82813 -0.97156 4.25480
N 1.34539 1.33375 1.45219
C -3.88467 2.69039 4.05259
C 3.58110 -1.51350 1.39763
H -3.87669 -0.87145 1.68575
H -2.37607 -5.76432 -5.97763
C 0.56016 -0.00393 -0.37773
C -0.07649 1.55371 1.21242
O 0.08377 -3.92466 -4.72634
C -4.42514 1.32903 4.60965
O 0.12313 -2.36047 -1.20301
C 2.60284 4.38154 1.23292
C -3.88910 0.08510 2.32063
H 4.97337 3.94898 2.32301
N -0.59927 0.77776 0.11954
H -2.49097 0.59554 -3.15333
H 4.09804 0.46817 0.49609
C 3.28713 -0.32208 0.34295
H 3.68655 -2.55343 0.89745
C -3.35639 1.40853 1.70266
H 1.90862 3.93855 -0.62503
H 3.37894 -0.73560 -0.73410
H 2.31505 5.11988 2.06638
H 1.48336 -2.75897 -3.60982
C -0.30549 -3.21633 -2.29704
H -3.88098 3.65622 4.67532
H 1.06032 5.11355 0.13711
H -2.35083 0.28134 -4.63636
H -1.45919 -3.30761 -2.38953
H 0.04805 -4.28730 -2.02234
H 3.79875 2.50884 0.95464
H 3.42656 4.90614 0.60029
C 2.46694 -1.67274 2.55059
C -2.77794 1.57962 0.22731
N 1.44375 4.15377 0.28501
H 2.77491 -2.60510 3.16818
O -3.14735 2.58425 -0.44939
H -4.83910 1.28450 5.67110
H -1.04251 -6.06303 -4.68441
C -1.92695 -5.38891 -4.99287
O 4.27527 3.41804 2.77938
C -4.43531 -0.01088 3.77592
H -1.97205 -3.21755 -4.47675
H 4.58461 -1.31016 1.91813
H 1.48481 2.73670 3.14770
C 1.82237 0.31602 0.48705
C -3.34431 2.71103 2.59836
H 2.76192 1.30910 3.14610
H -1.45181 -3.48823 -6.22255
H -2.68112 -5.43293 -4.13395
C 2.15360 2.03867 2.51024
C -1.30572 -3.88561 -5.14664
H 2.42018 -0.80388 3.29387
C 3.24693 3.02850 1.81300
H -0.69135 2.28186 1.85404
H -0.24306 -0.55217 -2.39210
H 1.57482 -1.08794 -2.03461
H -2.95399 3.69020 2.12209
O -2.46932 -0.14260 -3.77653
O -1.83471 0.68431 -0.40773
*
```

energy relative to the best compared isomer or geometry (same formula, charge and spin)	142.46	kcal per mole
LUMO energy	-3.51	eV
frontier orbital gap	8.1274	eV
HOMO level	-11.63	eV



Molecular formula: C21H34N4O2S2
Method: DFT, wB97M-V/def2-TZVPD

The geometry in ORCA input format:
```
! wB97M-V def2-TZVPD RIJCOSX def2/J DEFGRID3
* xyz 0 1
H 1.10019 -1.65421 -0.44836
C 1.82736 -1.94770 0.00147
C -0.92683 -4.60882 -0.22360
H -0.60351 -3.67840 2.38546
O 0.66234 3.13216 0.10589
C 1.48575 -2.21970 1.51050
H -4.01205 2.18539 1.05424
H 5.54271 -0.01089 -0.14759
H -0.36533 1.87471 2.86594
N 0.03179 -1.70872 1.56676
C -1.46941 -3.49809 -2.17251
H -1.10082 -5.54827 -1.92352
H 1.90868 0.35884 -1.76876
C 3.16222 -1.42431 -0.07132
H 1.66653 -3.42322 1.88551
H -3.66295 4.16994 -1.38007
C -2.59403 1.31466 -1.59135
C -0.40645 -0.53515 2.13860
S -1.74994 -0.21615 2.74605
H 1.76657 -3.13132 -0.31835
H -1.73166 0.76647 -1.68904
H -4.06062 -0.20696 -1.52710
H 6.15418 1.33728 0.66389
H 3.67864 1.47464 1.27672
H 1.32340 2.24543 2.24702
C 4.04446 0.62145 0.75426
H -1.85940 1.50210 0.98322
H 3.62377 1.88292 -2.64051
C -4.42477 2.78768 0.11203
H -0.63492 -5.55216 0.34387
S -1.64993 -2.40171 -0.78674
N 2.97121 0.14320 0.11939
C -2.03613 2.42283 -0.96770
H 3.38189 -1.48255 -1.23881
H -2.76697 1.87519 -2.68032
H 4.25913 -0.02061 1.76149
H 4.02075 -1.88759 0.52400
H -5.72269 1.03861 -0.05199
H -1.35493 3.15815 -1.46964
C -0.92617 -2.84547 1.63271
C -4.86553 1.63207 -0.79670
H -3.30897 0.05183 0.02447
C 3.85086 1.05376 -1.86987
C -1.21884 -4.69907 -1.60817
H -1.82074 -3.40017 -2.96606
H -5.24373 1.99314 -1.74281
C -1.29039 -3.34867 0.38716
N 0.58518 0.47588 1.83835
C 0.22370 1.86312 2.15024
H -2.98564 4.42435 0.07076
H -1.96830 -2.52704 2.19532
H 1.50005 0.08562 1.14962
C 2.69185 1.05429 -0.96679
O 4.91366 1.56661 -1.14951
H 2.06838 -1.80092 2.13004
C -3.19749 3.47690 -0.48230
H 4.12089 0.31521 -2.24958
C 5.31598 0.92218 -0.00998
H 2.25075 1.82714 -0.38542
N -1.23904 2.24258 0.36251
H -5.17857 3.53469 0.44102
C -3.77707 0.53366 -0.79620
C 0.02097 2.43317 0.69222
*
```

energy relative to the best compared isomer or geometry (same formula, charge and spin)	440.20	kcal per mole
LUMO energy	0.44	eV
frontier orbital gap	8.5942	eV
HOMO level	-8.15	eV



Molecular formula: C21H35BO2P2Ti
Method: DFT, wB97M-V/def2-TZVPD

The geometry in ORCA input format:
```
! wB97M-V def2-TZVPD RIJCOSX def2/J DEFGRID3
* xyz 2 1
H 1.83912 -1.36890 -6.05625
H -1.23555 -2.23159 -3.67047
C -0.98164 -3.19128 0.13727
H 0.94078 3.11288 1.85782
C -0.59160 -1.65610 -4.34574
C 0.36773 1.93249 7.82058
C 0.17625 0.66047 -0.98379
H 0.73591 3.38886 0.07924
C 1.94563 -2.72464 -0.19734
H 0.56347 -1.74316 4.08566
H -1.75848 1.20676 -5.90586
C -0.09822 -0.82067 -1.22966
H 1.20039 -2.51912 -3.62310
H -1.58544 1.52691 8.66014
C -0.72858 1.31687 -4.03005
H -1.96153 -2.68325 0.17032
C 0.74458 -1.74846 -4.25096
C -1.54798 1.18245 6.52638
H -2.25514 -1.32706 -5.59520
H 0.11605 -2.90955 2.81479
H -1.16776 -0.98111 -1.44316
C 1.69650 -0.92022 -5.05822
H -0.91937 -3.77640 -0.79504
H -1.99654 2.41032 0.04808
H 0.70367 0.65981 -6.19475
C -1.66832 0.62689 -4.97138
H 2.23417 2.17875 6.69233
C 1.17059 1.93366 6.66429
H 1.18976 0.91093 -1.33692
H 1.97783 -3.01948 -1.25565
H 2.76650 -2.01782 0.01418
H 0.81092 2.19755 8.78228
H -2.67232 0.60997 -4.51258
H 2.08075 -3.61334 0.43920
B 0.17340 0.77112 3.38650
H -1.07291 -1.67213 3.27797
O 1.18727 1.39212 4.26134
C 0.58843 1.56105 5.46983
C 0.00060 -1.86642 3.13653
Ti 1.12495 -0.58443 1.90304
C 1.04170 2.66861 0.85540
C 1.30076 0.56669 -5.27764
H -0.51882 1.26646 -1.58587
H -1.92508 2.21400 1.82819
H 1.25421 1.76463 -3.42295
C -1.74745 1.71519 0.87261
H 2.24222 1.10372 -5.45833
C -0.76133 1.21322 5.39176
P 0.32641 -1.95522 0.15609
H 0.45955 -1.19253 -2.09683
C -0.97443 1.55611 7.75362
P -0.01310 1.18880 0.80136
H -2.57182 0.81867 6.44821
C 0.60480 1.25496 -4.14298
H 2.68367 -0.94318 -4.56285
H -0.85466 -3.85091 1.00900
O -1.08752 0.86090 4.11608
H -0.72546 -0.82175 -6.30824
H -2.41988 0.85225 0.81551
H 2.09216 2.37042 0.70409
C -1.30002 -0.83017 -5.37117
H -1.19981 1.97441 -3.29671
*
```

energy relative to the best compared isomer or geometry (same formula, charge and spin)	0.00	kcal per mole
LUMO energy	-7.94	eV
frontier orbital gap	5.7190	eV
HOMO level	-13.66	eV



Molecular formula: C21H35BrN7O4
Method: DFT, wB97M-V/def2-TZVPD

The geometry in ORCA input format:
```
! wB97M-V def2-TZVPD RIJCOSX def2/J DEFGRID3
* xyz 1 1
H -4.03012 -1.47080 -0.85104
H 4.24798 3.23743 2.78022
H 5.25416 4.18318 4.98473
C 4.81353 -0.52902 -0.75303
H 1.71797 -1.85570 -0.44617
C -0.75667 1.12595 -0.34021
H 0.44242 0.75550 -1.91055
Br 3.42837 -1.95165 -2.83707
C -4.29114 0.56607 -1.48677
H 1.24298 1.03579 -0.39309
H -5.45890 -5.62253 -3.22049
C -4.05699 -0.92436 -1.79573
H 5.87037 0.54588 0.75220
H 5.38160 2.70786 1.53611
H 7.20668 3.20968 2.97835
O 1.29135 0.15761 2.73884
H -6.56377 -0.70873 -6.66357
H 7.15704 1.78961 5.14251
H 0.10792 -1.79460 2.62209
H -1.79651 0.87825 -2.02527
H -5.30492 -5.97947 -1.48683
C 6.17989 3.66396 4.71306
C -3.25486 1.11993 -0.49834
O -5.89878 -3.63275 -0.93142
H -1.62267 1.55626 1.40310
C 2.70136 -0.68699 1.09995
C 1.55462 -0.78904 2.01049
N 0.39385 0.94775 -0.92522
H -3.88200 -5.44319 -2.40825
N -0.75122 1.37743 0.93985
C 3.89306 -0.01408 1.44232
N 4.01898 0.57408 2.69827
O 0.75154 -1.86595 1.90024
C 5.06903 1.39314 4.73586
C 5.17848 1.32746 3.20654
H 6.10961 0.80771 2.95627
C -5.29912 -3.90356 -1.96331
H -6.23205 0.86176 -5.90890
H 7.01722 4.25088 5.10568
C -4.95941 -5.33747 -2.29653
C 2.60859 -1.29866 -0.16402
C -5.16133 -1.53067 -2.68434
H -3.32829 0.55026 0.43080
C 4.93869 0.04784 0.51168
H -4.24976 1.15148 -2.40574
C 6.18787 2.26314 5.32954
H -5.28300 0.68397 -1.04810
H -3.09204 -1.05156 -2.28923
H -6.11412 -1.39967 -2.16760
C 5.21544 2.75139 2.61641
N -4.90986 -2.97326 -2.83882
C -6.81356 -0.05917 -5.82232
O -4.27494 -0.40389 -4.60644
H 5.63065 -0.46793 -1.46757
N 6.28196 3.54874 3.24999
N -6.50134 -0.73248 -4.56121
H 0.09905 1.31812 1.48698
H 6.05893 2.33962 6.41365
H -7.26309 -1.14334 -4.04444
H 5.13163 0.38301 5.15244
C 3.63877 -1.19345 -1.09730
H 3.17031 0.57339 3.27421
H -4.40932 -3.28554 -3.65817
N -1.87946 1.04268 -1.03422
C -5.27338 -0.84274 -4.04834
H -7.87554 0.18920 -5.86505
H 4.09876 1.81361 5.01888
H -3.50253 2.16263 -0.28660
*
```

LUMO energy	-2.47	eV
frontier orbital gap	7.7145	eV
HOMO level	-10.19	eV



Molecular formula: C21H35CdFP2
Method: DFT, wB97M-V/def2-TZVPD

The geometry in ORCA input format:
```
! wB97M-V def2-TZVPD RIJCOSX def2/J DEFGRID3
* xyz 0 1
H 0.87143 1.61912 -4.06919
C -1.27657 -1.02817 0.45486
C -0.13006 -4.40428 1.90182
H 1.73257 -5.16968 1.08220
H -1.75042 -1.36476 -3.77414
H 3.03451 -3.17224 1.90493
H -0.30860 -2.68167 -0.65132
H -2.55343 1.96872 -0.73163
H 3.61424 2.80446 2.82149
C -0.54582 -1.03421 -2.00119
H -2.43624 1.35546 -3.59019
Cd 2.35210 -0.18381 2.16852
C -2.38752 0.89054 -0.95391
H 0.32305 2.41468 2.68239
H 0.91875 3.81020 1.73536
H 0.22300 2.88103 -0.72665
H -0.50173 -1.63195 3.79039
C 1.24094 -2.14780 2.56278
C -1.54937 1.92339 -3.29038
H -0.56440 -0.76569 1.27135
H -4.48966 0.11984 -0.98980
C 0.75218 2.15019 -1.38079
C -3.61991 0.25010 -1.69265
C 1.92544 0.67786 4.23873
P 2.17447 1.77766 1.11052
C 1.95156 -3.21643 2.04235
C -3.13699 -1.13992 -2.12150
H 1.49127 0.11662 -3.37013
H 0.34897 -1.31855 -2.58389
C -2.14137 0.16459 0.23352
H -4.01441 0.89695 -2.51511
C 0.63861 2.73987 1.67337
H -1.82914 -3.64386 3.01481
H -0.03513 0.14306 -4.36516
C 2.09949 1.65496 -0.75227
H 1.21185 0.01423 4.71653
P -0.45796 0.95756 -2.01009
H 0.95564 2.74273 -2.31383
H -1.02248 2.14630 -4.22145
H 2.84728 0.69375 4.80453
H -2.15012 0.74933 1.15863
H 2.91144 2.31616 -1.07496
H 4.54242 2.43114 1.31820
H -1.78243 2.86698 -2.80383
H 3.46163 3.87415 1.43689
H 2.36745 0.64353 -1.13184
H 1.54299 1.68876 4.22044
H -1.82630 -1.87740 0.86475
C -0.29967 -1.58453 -0.61050
H -3.20278 -1.86643 -1.28454
C 3.57801 2.81617 1.72048
H 0.73957 -1.35246 -0.30797
H -3.86138 -1.43935 -2.88554
C 0.56499 0.66735 -3.60034
C 1.23056 -4.36277 1.64176
H -0.23641 2.65144 0.99362
C -1.80814 -1.14428 -2.71285
F -0.91517 -5.24304 1.12236
C -0.77001 -3.50190 2.72357
C -0.04275 -2.34371 3.10648
*
```

energy relative to the best compared isomer or geometry (same formula, charge and spin)	169.27	kcal per mole
LUMO energy (alpha / beta)	-0.31 / -0.32	eV
frontier orbital gap (alpha / beta)	5.7767 / 6.1040	eV
HOMO level (alpha / beta)	-6.09 / -6.42	eV